No. 1
The following is a DFT calculation (wB97M-V/def2-TZVPD) of C9H18NO4P in the gas phase.

Geometry as XYZ:
```
33
Properties=species:S:1:pos:R:3:forces:R:3
C -2.377219 -0.581583 0.733529 -0.27 2.73 1.62
C -1.854399 -1.440420 -0.314278 -3.08 2.00 -0.55
C -3.865844 -0.227641 0.507167 0.83 0.84 1.10
C -0.643280 -1.390164 -0.713997 4.54 -1.05 -1.63
C -0.136151 -2.380520 -1.769482 -0.88 1.82 -2.48
C 4.118045 0.089047 -0.074948 0.74 -2.78 0.34
C -0.193542 3.310303 1.024268 0.09 0.17 -2.74
C 3.297947 -1.144735 0.338595 -1.25 0.58 -2.50
C 0.696043 2.337949 0.242802 2.55 -0.40 0.49
N -4.468114 0.059503 -0.826234 4.57 -0.57 -1.60
O 0.529438 -0.602470 1.733138 -0.60 0.17 -0.49
O -4.719852 -1.120732 -0.061672 -0.79 -1.62 0.27
O 1.922646 -0.995834 -0.272881 0.73 0.21 -1.01
O 0.189187 1.105286 -0.174339 -0.90 -2.72 -0.78
P 0.527136 -0.454285 0.253082 1.52 1.14 2.32
H -2.055510 -0.935400 1.742233 -1.14 -0.24 -0.42
H -1.873175 0.474152 0.848358 -0.68 -1.76 -0.82
H -2.634666 -1.676495 -1.030104 0.04 -1.58 0.14
H -3.522489 -0.294310 -1.582131 -3.46 1.45 2.38
H -4.209913 0.361027 1.384563 -0.41 -0.24 -0.90
H -1.019203 -2.606132 -2.396491 0.20 0.03 0.17
H 0.060078 -3.281827 -1.289854 0.91 -1.58 0.82
H 0.665741 -2.125339 -2.549028 -0.88 0.06 1.73
H 5.179753 -0.106180 -0.003130 0.42 -0.68 -0.39
H 3.909000 0.454876 -1.038908 -0.48 0.07 -1.27
H 4.080715 0.851007 0.583167 -1.01 2.76 2.33
H 0.447046 3.768291 1.720753 0.43 0.80 1.09
H -0.511701 4.043902 0.262332 0.08 0.10 0.58
H -1.107705 2.986932 1.454164 -0.48 -0.95 0.61
H 3.105046 -1.366776 1.363899 0.36 0.21 0.83
H 3.718349 -2.021086 -0.195504 -0.49 0.36 0.49
H 1.656145 2.133526 0.779794 -0.79 0.18 0.22
H 1.090437 2.776114 -0.678873 -0.45 0.47 0.05
```
Forces are in eV/Å.

Its multiplicity is 1. As for the charge: 0. As for the SMILES: CCOP(=O)(OCC)/C(C)=C\C[C@H]1NO1. The calculation puts the HOMO energy at -9.69 eV. The HOMO-LUMO gap is 10.45 eV.

No. 2
The following is a DFT calculation (wB97M-V/def2-TZVPD) of a 2-piece molecular cluster, C9H18NO5S overall.

Geometry as XYZ:
```
34
Properties=species:S:1:pos:R:3:forces:R:3
O -0.756701 -1.441560 -4.433132 0.73 0.64 -0.08
C 0.207276 -0.708549 -4.414868 -0.62 -0.73 0.26
C 1.313202 -0.861183 -3.384576 -0.32 0.22 -0.37
C 0.949880 -0.047891 -2.131481 0.26 0.17 0.19
C 1.714741 1.279772 -2.052831 -0.55 -0.32 -0.05
C 1.287328 2.119035 -0.858076 0.66 0.36 -0.37
N 1.256903 1.340851 0.425324 -0.60 0.39 0.11
C 0.660724 -0.020043 0.324465 0.06 -1.08 0.31
C 1.219263 -0.814973 -0.834666 -0.01 0.91 -0.48
H 0.300827 0.138386 -5.117169 -0.08 0.00 -0.10
H 1.393772 -1.917778 -3.146217 0.05 -0.11 0.01
H 2.242011 -0.508519 -3.831226 0.20 -0.06 0.12
H -0.112230 0.211428 -2.158734 -0.16 -0.19 -0.02
H 2.784574 1.079122 -2.031928 0.15 0.05 0.00
H 1.488800 1.857793 -2.946403 0.20 0.20 -0.06
H 2.004558 2.926273 -0.720765 -0.05 0.08 0.16
H 0.321648 2.591562 -1.011537 -0.26 -0.28 0.12
H 0.670375 1.850119 1.094854 0.02 -0.02 0.21
H 2.175229 1.297859 0.858642 0.24 -0.12 -0.18
H 0.863806 -0.535569 1.259827 0.00 0.18 0.15
H -0.418420 0.075575 0.256226 -0.03 0.24 -0.23
H 2.302835 -0.893619 -0.724571 0.08 -0.40 0.07
H 0.764282 -1.798629 -0.866944 0.01 -0.15 0.17
C -1.900535 -1.750082 3.407395 0.11 -0.07 0.26
C -2.990879 -0.969733 4.110567 -0.27 -0.26 -0.12
O -2.594556 0.406360 3.935718 0.44 0.21 -0.09
S -1.882431 0.593554 2.536306 -0.48 -0.64 0.34
O -2.795757 1.073327 1.568041 0.18 0.18 -0.22
O -0.627289 1.249994 2.724234 0.10 0.24 -0.06
O -1.603832 -0.953971 2.239317 -0.14 0.13 0.07
H -0.998721 -1.825672 4.016241 -0.01 0.01 -0.01
H -2.221771 -2.739040 3.095775 0.00 0.05 -0.17
H -3.054376 -1.190759 5.170952 0.07 0.18 0.05
H -3.964536 -1.113440 3.641238 0.02 0.01 0.00
```
Forces are in eV/Å.

Its multiplicity is 1. As for the charge: +1. The calculation puts the HOMO energy at -12.53 eV. The HOMO-LUMO gap is 9.69 eV.

No. 3
The following is a DFT calculation (wB97M-V/def2-TZVPD) of C9H18NO6RhSi as an isolated structure.

Geometry as XYZ:
```
36
Properties=species:S:1:pos:R:3:forces:R:3
Rh -0.913755 0.151116 -0.496547 0.30 -0.41 0.42
O 0.483355 -1.917784 -0.935179 0.07 0.02 0.14
C 1.246111 -2.131604 0.251420 -0.03 0.08 -0.13
C 2.378800 -1.128853 0.419930 -0.12 0.06 -0.05
N 1.966505 0.274044 0.573756 0.21 -0.03 -0.01
C 2.219378 1.184717 -0.542936 -0.05 -0.01 0.03
C 1.600776 0.627451 -1.834132 -0.41 0.11 -0.07
O 2.306896 0.021801 -2.615882 0.06 -0.14 -0.05
O 0.320472 0.819965 -1.967502 0.24 0.06 -0.09
C 1.726825 0.789345 1.816400 0.37 -0.17 -0.12
C 0.082962 1.448546 2.069239 -0.50 0.36 -0.08
O -0.144083 1.403164 3.241093 0.06 -0.06 -0.01
O -0.401449 1.880903 1.021648 0.26 -0.18 0.17
H 1.070541 -1.835915 -1.700961 0.00 0.01 -0.02
H 0.533333 -2.061417 1.070910 -0.04 0.00 0.02
H 1.689802 -3.129196 0.245720 0.00 -0.08 0.00
H 2.961854 -1.421389 1.294009 0.03 0.04 0.04
H 3.033938 -1.170186 -0.451572 0.03 0.01 -0.01
H 1.775754 2.148483 -0.306278 -0.01 0.01 0.05
H 3.296037 1.282131 -0.694265 0.04 0.01 0.01
H 1.838085 0.057657 2.606986 -0.05 0.03 0.05
H 2.244756 1.730495 2.017154 -0.15 0.05 -0.01
C -3.889312 -0.470250 -0.367685 0.01 -0.06 -0.05
Si -3.107851 -0.643158 1.344981 -0.24 0.08 0.05
C -3.458249 0.938923 2.261769 0.10 0.09 0.10
C -3.877959 -2.057854 2.270777 0.02 -0.18 0.00
O -1.495151 -0.871262 1.116788 -0.09 0.25 -0.45
H -4.891545 -0.036893 -0.308997 0.01 -0.08 0.02
H -3.949234 -1.435524 -0.877827 -0.02 0.06 0.00
H -3.324666 0.205314 -1.029928 -0.04 0.05 -0.01
H -4.530808 1.041048 2.454635 0.07 0.02 0.00
H -3.124930 1.807635 1.686131 -0.03 -0.02 0.06
H -2.926663 0.953607 3.217863 -0.07 0.05 -0.04
H -4.946302 -1.880123 2.425618 0.06 -0.03 0.00
H -3.403423 -2.156221 3.251421 -0.06 -0.02 -0.04
H -3.758976 -3.004565 1.736317 -0.02 0.05 0.06
```
Forces are in eV/Å.

Its multiplicity is 5. As for the charge: 0. The expectation value of S² is 6.012. The calculation puts the HOMO energy (alpha / beta) at -9.04 / -9.63 eV. The HOMO-LUMO gap (alpha / beta) is 9.51 / 7.15 eV.

No. 4
The following is a DFT calculation (wB97M-V/def2-TZVPD) of a 2-piece molecular cluster, C9H18NS overall.

Geometry as XYZ:
```
29
Properties=species:S:1:pos:R:3:forces:R:3
C -2.520235 -0.378616 0.081044 -1.32 0.89 3.43
C -3.002769 -0.083493 1.165960 1.08 -0.34 -2.38
C 0.969036 -0.940587 1.041741 -0.61 0.54 5.42
C 1.338951 -0.474554 -0.222328 1.16 0.04 -2.07
C -3.538266 0.272205 2.438327 -0.42 -2.83 1.08
C 1.914367 1.799493 0.309574 -2.78 2.24 1.06
C 0.324325 -2.878455 -0.572405 1.36 -0.30 -0.47
C 1.348486 1.222476 -2.085939 0.62 3.89 1.07
C 1.036133 0.935166 -0.625660 -2.13 0.00 0.44
N 0.239139 -1.487179 -0.074980 -0.81 -0.11 0.06
S 0.630588 2.941243 -2.418743 -0.33 -0.27 0.88
H -2.481393 -0.888252 -0.803083 0.06 -0.66 -2.08
H 1.574862 -1.497496 1.774114 -0.05 -0.61 -1.24
H 0.398265 -0.262711 1.734692 -0.01 -0.49 -1.26
H 2.247642 -0.939415 -0.618853 -0.33 0.16 -0.21
H -2.825474 0.044363 3.214754 0.42 -0.47 0.32
H -4.448581 -0.338023 2.681038 0.71 0.61 -0.38
H -3.716819 1.262253 2.608265 -0.82 2.81 -0.19
H 2.969522 1.638571 0.116444 0.13 -0.05 0.33
H 1.638714 2.960894 0.105876 0.87 -2.80 0.63
H 1.531794 1.531221 1.398857 1.41 0.86 -2.07
H 1.102855 -3.605151 -0.129733 -0.26 2.03 -0.87
H -0.520528 -3.357489 -0.152558 -1.51 -0.43 -0.45
H 0.364357 -2.720274 -1.689678 -0.17 -1.12 1.25
H 1.063615 0.729981 -2.945974 -0.94 -2.14 -1.05
H 2.397804 1.475419 -2.158057 0.49 -0.63 -0.02
H -0.122304 1.125029 -0.343235 2.48 -0.27 -0.80
H -0.760540 -1.100401 -0.111711 1.50 -0.35 0.09
H 0.846453 3.013781 -3.717749 0.20 -0.18 -0.55
```
Forces are in eV/Å.

Its multiplicity is 1. As for the charge: +1. The calculation puts the HOMO energy at -11.87 eV. The HOMO-LUMO gap is 9.41 eV.